Here is 2 unconnected molecules or ions with the total composition C4H5N3OS from OMol25. Energies are from the ωB97M-V functional and the def2-TZVPD basis.

Results
- <S²> = 2.01
- spin multiplicity = 3
- calculated total energy (eV) = -21576.067
- energy relative to the best compared isomer or geometry (same formula, charge and spin) (eV) = 2.445
- HOMO-LUMO gap (spin up / spin down) (eV) = 7.49 / 8.72

Geometry as XYZ:
```
14
Properties=species:S:1:pos:R:3:lowdin_charge:R:1
C 0.011 -2.736 1.045 -0.06
C 0.700 -2.751 -0.224 -0.10
C -0.255 -1.478 1.332 -0.05
C 0.000 0.647 -0.118 -0.12
N 0.578 -1.576 -0.748 0.08
N 0.005 -0.716 0.164 -0.09
N -0.661 3.578 -2.025 -0.46
O 0.088 1.592 0.606 -0.08
S -0.224 3.682 -0.503 0.76
H 0.031 -3.440 1.874 0.11
H 0.992 -3.587 -0.663 0.06
H -0.662 -0.846 2.086 0.12
H -1.639 3.913 -1.964 -0.05
H 1.037 3.717 -0.863 -0.11
```

Here is a molecular structure, C4H5N3S from OMol25. Energies are from the ωB97M-V functional and the def2-TZVPD basis.

Results
- calculated total energy (eV) = -19532.444
- energy relative to the best compared isomer or geometry (same formula, charge and spin) (eV) = 2.437
- HOMO-LUMO gap (eV) = 9.01

Geometry as XYZ:
```
13
Properties=species:S:1:pos:R:3:lowdin_charge:R:1
C 0.760 -0.120 0.393 -0.31
C -1.217 -0.902 -0.060 -0.61
C -1.277 0.926 -1.289 -0.39
C -0.353 0.119 -0.414 -0.24
H 2.271 1.220 0.160 0.07
H 2.065 0.707 1.694 0.14
H 1.174 -1.962 1.324 0.13
H -1.538 1.878 -0.873 0.06
H -1.014 1.156 -2.316 0.07
N 2.025 0.399 0.657 0.09
N 0.516 -1.338 0.966 0.03
N -0.785 -1.808 0.751 0.07
S -2.628 -0.274 -0.993 0.90
```

Here is a single C4H5N3S molecule from OMol25. Energies are from the ωB97M-V functional and the def2-TZVPD basis.

Results
- calculated total energy (eV) = -19530.268
- SMILES = C=NNC(=S)CC#N
- energy relative to the best compared isomer or geometry (same formula, charge and spin) (eV) = 4.613
- HOMO-LUMO gap (eV) = 8.37

Geometry as XYZ:
```
13
Properties=species:S:1:pos:R:3:lowdin_charge:R:1
C -1.972 -1.017 -0.348 -0.05
N -1.088 -0.151 -0.201 -0.01
N 0.120 -0.758 -0.430 -0.10
C 1.157 -0.236 0.097 -0.90
S 2.701 -0.691 -0.463 0.60
C 0.915 0.927 0.932 -0.19
C 0.461 1.900 -0.135 -0.21
N 0.294 2.576 -1.134 0.14
H -2.978 -0.590 0.156 0.12
H -2.053 -2.191 -0.585 0.13
H 0.464 -1.777 -0.825 0.21
H 1.927 1.195 1.237 0.10
H 0.053 0.814 1.700 0.15
```

Here is a single C4H5NO molecule from OMol25. Energies are from the ωB97M-V functional and the def2-TZVPD basis.

Results
- calculated total energy (eV) = -7762.520
- SMILES = C=NC=C=CO
- energy relative to the best compared isomer or geometry (same formula, charge and spin) (eV) = 4.006
- HOMO-LUMO gap (eV) = 9.94

Geometry as XYZ:
```
11
Properties=species:S:1:pos:R:3:lowdin_charge:R:1
C -0.829 1.471 0.144 -0.11
N 0.279 1.769 -0.311 0.01
C 1.420 0.598 -0.327 -0.08
C 1.039 -0.568 0.047 -0.06
C -0.060 -1.222 0.492 -0.25
O -0.787 -2.082 -0.294 0.00
H -0.970 0.315 0.490 0.09
H -1.702 2.104 0.077 0.07
H 2.363 1.023 -0.618 0.08
H -0.099 -1.553 1.525 0.13
H -0.654 -1.856 -1.226 0.11
```

Here is a single C4H5NO molecule from OMol25. Energies are from the ωB97M-V functional and the def2-TZVPD basis.

Results
- calculated total energy (eV) = -7764.195
- SMILES = C#CCNC=O
- energy relative to the best compared isomer or geometry (same formula, charge and spin) (eV) = 2.331
- HOMO-LUMO gap (eV) = 10.86

Geometry as XYZ:
```
11
Properties=species:S:1:pos:R:3:lowdin_charge:R:1
C 1.212 -2.187 -0.669 0.11
C 1.047 -1.031 -0.374 -0.12
C 0.860 0.392 -0.024 -0.18
N -0.414 0.716 0.657 0.02
C -1.639 0.908 0.104 -0.41
O -2.010 0.933 -1.041 0.04
H 1.326 -3.221 -0.921 0.03
H 0.914 0.978 -0.955 0.13
H 1.717 0.721 0.578 0.12
H -0.718 0.729 1.629 0.12
H -2.294 1.060 1.015 0.13
```

Here is a single C4H5NO molecule from OMol25. Energies are from the ωB97M-V functional and the def2-TZVPD basis.

Results
- calculated total energy (eV) = -7764.174
- SMILES = [H]/N=C1\CCC1=O
- energy relative to the best compared isomer or geometry (same formula, charge and spin) (eV) = 2.353
- HOMO-LUMO gap (eV) = 9.56

Geometry as XYZ:
```
11
Properties=species:S:1:pos:R:3:lowdin_charge:R:1
H -0.339 -1.839 1.112 0.05
N 0.576 -1.579 1.500 0.20
C 0.445 -0.600 0.714 -0.29
C -0.797 -0.335 -0.262 -0.12
C -0.060 0.925 -0.715 -0.11
C 1.116 0.667 0.234 -0.33
O 2.135 1.240 0.490 0.14
H -0.982 -1.082 -1.057 0.12
H -1.780 -0.154 0.215 0.12
H -0.572 1.854 -0.479 0.12
H 0.258 0.903 -1.753 0.12
```

Here is a single C4H5NO molecule from OMol25. Energies are from the ωB97M-V functional and the def2-TZVPD basis.

Results
- calculated total energy (eV) = -7764.548
- SMILES = C[C@@]1(C#N)CO1
- energy relative to the best compared isomer or geometry (same formula, charge and spin) (eV) = 1.978
- HOMO-LUMO gap (eV) = 11.83

Geometry as XYZ:
```
11
Properties=species:S:1:pos:R:3:lowdin_charge:R:1
C -1.327 -0.298 -0.084 0.00
C 0.103 0.093 -0.326 -0.53
C 0.281 1.534 -0.443 -0.13
N 0.547 2.515 0.107 0.18
C 1.248 -0.561 0.322 -0.06
O 0.977 -0.715 -1.070 0.01
H -1.939 -0.081 -0.964 0.09
H -1.382 -1.357 0.168 0.09
H -1.713 0.291 0.756 0.10
H 2.121 0.033 0.598 0.13
H 1.060 -1.439 0.932 0.12
```

Here is a single C4H5NO molecule from OMol25. Energies are from the ωB97M-V functional and the def2-TZVPD basis.

Results
- calculated total energy (eV) = -7758.919
- SMILES = C#C/C(C)=N/O
- energy relative to the best compared isomer or geometry (same formula, charge and spin) (eV) = 7.607
- HOMO-LUMO gap (spin up / spin down) (eV) = 8.35 / 8.34

Geometry as XYZ:
```
11
Properties=species:S:1:pos:R:3:lowdin_charge:R:1
C -0.804 0.417 -1.685 0.08
C -0.555 1.054 -0.609 -0.04
C 0.288 0.635 0.404 -0.34
C -0.104 -0.297 1.502 -0.03
N 1.443 0.603 -0.331 0.00
O 1.437 -0.654 -0.766 -0.12
H -1.559 0.348 -2.452 0.05
H -0.381 0.289 2.386 0.09
H -0.964 -0.916 1.225 0.09
H 0.746 -0.933 1.759 0.09
H 0.453 -0.546 -1.434 0.13
```

Here is a single C4H5NO molecule from OMol25. Energies are from the ωB97M-V functional and the def2-TZVPD basis.

Results
- calculated total energy (eV) = -7764.787
- SMILES = C#CCNC=O
- energy relative to the best compared isomer or geometry (same formula, charge and spin) (eV) = 1.740
- HOMO-LUMO gap (eV) = 10.93

Geometry as XYZ:
```
11
Properties=species:S:1:pos:R:3:lowdin_charge:R:1
C 0.206 2.497 -0.004 0.11
C -0.049 1.379 -0.368 -0.11
C -0.367 0.021 -0.836 -0.21
N -0.528 -0.954 0.228 0.01
C 0.562 -1.536 0.803 -0.36
O 1.700 -1.390 0.414 0.03
H 0.452 3.484 0.320 0.03
H 0.436 -0.334 -1.490 0.12
H -1.288 0.040 -1.426 0.12
H -1.416 -1.019 0.703 0.13
H 0.292 -2.186 1.657 0.13
```

Here is a molecular structure, C4H5NO from OMol25. Energies are from the ωB97M-V functional and the def2-TZVPD basis.

Results
- calculated total energy (eV) = -7761.408
- energy relative to the best compared isomer or geometry (same formula, charge and spin) (eV) = 5.118
- HOMO-LUMO gap (eV) = 9.15

Geometry as XYZ:
```
11
Properties=species:S:1:pos:R:3:lowdin_charge:R:1
C -0.307 0.947 0.784 -0.02
C 0.333 -0.931 0.577 0.01
C -0.838 -0.397 -0.034 -0.34
O -0.713 -0.337 -1.446 -0.08
N 0.592 -0.609 -1.730 0.08
C 1.199 -0.866 -0.613 -0.18
H -0.928 1.058 1.672 0.09
H 0.736 1.005 1.122 0.08
H -0.466 1.757 0.073 0.10
H -1.876 -0.593 0.225 0.15
H 2.269 -1.034 -0.629 0.10
```

Here is a single C4H5NO molecule from OMol25. Energies are from the ωB97M-V functional and the def2-TZVPD basis.

Results
- calculated total energy (eV) = -7765.950
- SMILES = Cc1cocn1
- energy relative to the best compared isomer or geometry (same formula, charge and spin) (eV) = 0.577
- HOMO-LUMO gap (eV) = 10.26

Geometry as XYZ:
```
11
Properties=species:S:1:pos:R:3:lowdin_charge:R:1
C -1.717 -0.093 -0.023 -0.03
C -0.202 -0.009 0.028 -0.32
C 0.645 1.056 -0.036 -0.05
O 1.941 0.578 0.012 0.04
C 1.829 -0.723 -0.016 -0.21
N 0.591 -1.140 0.008 0.11
H -2.163 0.230 0.948 0.09
H -1.923 -1.149 -0.139 0.07
H -2.098 0.517 -0.810 0.06
H 0.424 2.098 0.068 0.12
H 2.672 -1.363 -0.039 0.12
```

Here is a single C4H5NO molecule from OMol25. Energies are from the ωB97M-V functional and the def2-TZVPD basis.

Results
- calculated total energy (eV) = -7764.916
- energy relative to the best compared isomer or geometry (same formula, charge and spin) (eV) = 1.611
- HOMO-LUMO gap (eV) = 11.21

Geometry as XYZ:
```
11
Properties=species:S:1:pos:R:3:lowdin_charge:R:1
O -1.888 1.299 0.116 0.06
C -1.710 0.120 -0.073 -0.26
C -0.347 -0.517 -0.081 -0.15
C 0.746 0.511 0.190 -0.23
C 2.928 -0.704 -0.257 0.02
N 2.010 -0.149 0.229 -0.08
H -2.563 -0.565 -0.258 0.12
H -0.186 -1.002 -1.054 0.13
H -0.317 -1.327 0.661 0.13
H 0.554 1.065 1.112 0.13
H 0.802 1.234 -0.628 0.13
```

Here is 2 unconnected molecules or ions with the total composition C4H5NO from OMol25. Energies are from the ωB97M-V functional and the def2-TZVPD basis.

Results
- calculated total energy (eV) = -7762.232
- energy relative to the best compared isomer or geometry (same formula, charge and spin) (eV) = 4.295
- HOMO-LUMO gap (eV) = 10.57

Geometry as XYZ:
```
11
Properties=species:S:1:pos:R:3:lowdin_charge:R:1
C 0.519 -0.731 0.419 -0.30
C 0.825 0.042 1.455 0.04
C -1.146 2.212 -1.470 -0.09
C 0.741 -1.354 -0.876 -0.09
N -2.057 2.241 -0.760 0.03
O -0.438 -1.529 -0.158 0.03
H 1.860 0.380 1.611 0.06
H 0.241 -0.117 2.380 0.06
H 0.592 -0.957 -1.789 0.08
H 1.412 -2.129 -0.884 0.09
H -2.549 1.942 0.072 0.08
```

Here is a single C4H5NO molecule from OMol25. Energies are from the ωB97M-V functional and the def2-TZVPD basis.

Results
- calculated total energy (eV) = -7763.091
- SMILES = N#CCCC=O
- energy relative to the best compared isomer or geometry (same formula, charge and spin) (eV) = 3.436
- HOMO-LUMO gap (eV) = 9.06

Geometry as XYZ:
```
11
Properties=species:S:1:pos:R:3:lowdin_charge:R:1
N 3.136 -0.519 0.167 0.14
C 2.087 -0.035 0.109 -0.23
C 0.760 0.577 0.013 -0.18
C -0.341 -0.469 0.016 -0.20
C -1.745 0.156 -0.388 -0.15
O -1.924 0.477 0.774 0.01
H 0.635 1.279 0.850 0.13
H 0.684 1.153 -0.910 0.12
H -0.337 -1.229 -0.732 0.09
H -0.349 -1.005 1.001 0.13
H -2.606 -0.385 -0.899 0.13
```

Here is a single C4H5NO molecule from OMol25. Energies are from the ωB97M-V functional and the def2-TZVPD basis.

Results
- calculated total energy (eV) = -7764.583
- SMILES = Cc1cocn1
- energy relative to the best compared isomer or geometry (same formula, charge and spin) (eV) = 1.943
- HOMO-LUMO gap (eV) = 9.65

Geometry as XYZ:
```
11
Properties=species:S:1:pos:R:3:lowdin_charge:R:1
C -1.605 -0.343 -0.033 -0.04
C -0.184 0.004 -0.263 -0.35
C 0.492 1.122 0.085 -0.07
O 1.829 0.893 -0.122 0.03
C 1.829 -0.438 -0.284 -0.22
N 0.720 -0.990 -0.635 0.15
H -1.703 -1.393 0.267 0.08
H -2.167 -0.190 -0.952 0.08
H -2.012 0.293 0.759 0.08
H 0.304 1.942 0.754 0.13
H 2.499 -0.900 0.425 0.14
```

Here is a single C4H5NO molecule from OMol25. Energies are from the ωB97M-V functional and the def2-TZVPD basis.

Results
- calculated total energy (eV) = -7763.457
- energy relative to the best compared isomer or geometry (same formula, charge and spin) (eV) = 3.070
- HOMO-LUMO gap (eV) = 8.93

Geometry as XYZ:
```
11
Properties=species:S:1:pos:R:3:lowdin_charge:R:1
C -1.106 0.098 -0.119 -0.14
C -0.386 -0.435 -1.349 -0.26
O 0.553 0.133 -1.855 0.04
C 2.010 0.950 0.858 0.06
N 0.973 0.316 1.048 -0.08
C -0.217 -0.129 1.086 -0.15
H -1.300 1.169 -0.262 0.12
H -2.059 -0.419 0.022 0.11
H -0.734 -1.418 -1.735 0.12
H 2.793 0.381 0.345 0.04
H -0.550 -0.696 1.952 0.12
```

Here is 2 unconnected molecules or ions with the total composition C4H5NO from OMol25. Energies are from the ωB97M-V functional and the def2-TZVPD basis.

Results
- calculated total energy (eV) = -7763.764
- SMILES = C=C=O.CC#N
- energy relative to the best compared isomer or geometry (same formula, charge and spin) (eV) = 2.763
- HOMO-LUMO gap (eV) = 9.68

Geometry as XYZ:
```
11
Properties=species:S:1:pos:R:3:lowdin_charge:R:1
C -0.618 -2.807 0.763 0.00
C -0.712 -1.956 1.685 -0.34
O -0.317 -1.033 2.313 0.12
H -0.419 -3.895 0.970 0.10
H -0.906 -2.428 -0.154 0.01
C -0.548 -0.245 -1.106 -0.06
C -1.756 -0.247 -0.235 -0.25
N -2.492 -0.707 0.508 0.16
H 0.305 -0.003 -0.453 0.10
H -0.606 0.692 -1.694 0.08
H -0.516 -1.065 -1.806 0.08
```

Here is a single C4H5NO molecule from OMol25. Energies are from the ωB97M-V functional and the def2-TZVPD basis.

Results
- calculated total energy (eV) = -7765.883
- SMILES = N#CCCC=O
- energy relative to the best compared isomer or geometry (same formula, charge and spin) (eV) = 0.643
- HOMO-LUMO gap (eV) = 11.28

Geometry as XYZ:
```
11
Properties=species:S:1:pos:R:3:lowdin_charge:R:1
N -2.135 2.251 0.400 0.14
C -1.610 1.245 0.178 -0.23
C -0.921 -0.013 -0.117 -0.18
C 0.496 -0.066 0.469 -0.15
C 1.467 -0.764 -0.458 -0.25
O 1.184 -1.163 -1.561 0.05
H -1.530 -0.841 0.258 0.13
H -0.859 -0.135 -1.204 0.12
H 0.894 0.939 0.657 0.13
H 0.518 -0.576 1.440 0.12
H 2.496 -0.877 -0.061 0.12
```

Here is a single C4H5NO molecule from OMol25. Energies are from the ωB97M-V functional and the def2-TZVPD basis.

Results
- calculated total energy (eV) = -7765.077
- SMILES = C1=N[C@H]2C[C@H]2O1
- energy relative to the best compared isomer or geometry (same formula, charge and spin) (eV) = 1.449
- HOMO-LUMO gap (eV) = 10.59

Geometry as XYZ:
```
11
Properties=species:S:1:pos:R:3:lowdin_charge:R:1
C 1.582 0.435 0.034 -0.21
N 0.984 0.232 1.136 0.10
C -0.255 -0.432 0.792 -0.25
C -1.203 0.394 -0.045 -0.05
C -0.238 -0.535 -0.711 -0.24
O 1.006 0.006 -1.117 0.00
H 2.546 0.916 -0.092 0.13
H -0.593 -1.202 1.478 0.13
H -1.023 1.465 -0.061 0.12
H -2.247 0.101 -0.108 0.11
H -0.559 -1.381 -1.305 0.15
```

Here is a single C4H5NO molecule from OMol25. Energies are from the ωB97M-V functional and the def2-TZVPD basis.

Results
- calculated total energy (eV) = -7764.163
- energy relative to the best compared isomer or geometry (same formula, charge and spin) (eV) = 2.364
- HOMO-LUMO gap (eV) = 9.46

Geometry as XYZ:
```
11
Properties=species:S:1:pos:R:3:lowdin_charge:R:1
N 1.490 0.043 -0.274 -0.01
C 1.374 -1.197 0.276 -0.10
C 0.484 1.025 -0.335 -0.12
C -0.772 0.690 -0.052 -0.07
C -1.073 -0.740 0.284 -0.16
O 0.119 -1.521 0.583 -0.11
H 2.439 0.327 -0.462 0.11
H 0.802 2.028 -0.601 0.11
H -1.575 1.421 -0.055 0.10
H -1.586 -1.254 -0.540 0.12
H -1.704 -0.822 1.176 0.12
```